Entry 1:
{
  "formula": "CCuLiO2",
  "method": "the ωB97M-V functional and the def2-TZVPD basis",
  "species": ["O", "Cu", "Li", "C", "O"],
  "coordinates": [[0.9132, -0.0656, -0.7335], [0.6539, 0.1817, 1.0933], [2.3657, 0.3489, -1.4949], [-2.2800, -0.3205, 0.1250], [-1.6528, -0.1446, 1.0100]],
  "relative_energy_kcal_mol": 0.0,
  "homo_lumo_gap_ev": 6.9,
  "homo_energy_ev": -7.236,
  "energy_ev": -49974.2098,
  "lumo_ev": -0.4
}

***

Entry 2:
{
  "formula": "C3H12N2O3",
  "method": "the ωB97M-V functional and the def2-TZVPD basis",
  "species": ["N", "C", "N", "C", "C", "O", "H", "H", "H", "H", "H", "H", "H", "H", "O", "H", "H", "O", "H", "H"],
  "coordinates": [[-2.0818, -0.2618, -1.3229], [-0.8713, 0.4181, -1.6347], [-0.4573, 0.9797, -0.3198], [0.9615, 1.3438, -0.2342], [1.5026, 1.2432, 1.1685], [2.6676, 1.2218, 1.4511], [-2.5035, -0.7767, -2.0830], [-2.7872, 0.2987, -0.8642], [-0.9407, 1.2514, -2.3649], [-0.0972, -0.2514, -2.0060], [-0.7113, 0.2435, 0.3239], [1.4975, 0.6452, -0.8946], [1.1358, 2.3852, -0.5381], [0.7494, 1.0586, 1.9872], [0.7934, -1.3704, -0.0924], [1.1359, -2.1474, -0.5781], [-0.1284, -1.4438, -0.3778], [-1.5657, -2.3159, 1.2134], [-2.2878, -1.7897, 0.8567], [-1.7479, -2.8073, 2.0137]],
  "relative_energy_kcal_mol": 52.1,
  "homo_lumo_gap_ev": 9.6,
  "homo_energy_ev": -8.993,
  "energy_ev": -12427.0916,
  "smiles": "NCNCC=O.O.O",
  "lumo_ev": 0.6
}

***

Entry 3:
{
  "formula": "C50H49Br2CrN6O5PSTe2",
  "method": "the ωB97M-V functional and the def2-TZVPD basis",
  "species": ["Cr", "C", "O", "C", "C", "C", "Br", "C", "C", "C", "O", "C", "N", "C", "C", "C", "C", "C", "C", "N", "H", "H", "H", "H", "H", "H", "H", "H", "H", "H", "H", "C", "C", "O", "S", "C", "C", "C", "C", "C", "C", "C", "C", "H", "H", "H", "H", "H", "H", "H", "Br", "C", "C", "N", "C", "C", "C", "C", "O", "O", "H", "H", "H", "Te", "C", "C", "C", "C", "C", "C", "C", "C", "C", "C", "C", "C", "H", "H", "H", "H", "H", "H", "H", "H", "H", "H", "C", "Te", "C", "H", "H", "H", "H", "H", "H", "C", "N", "C", "N", "C", "N", "C", "P", "C", "C", "H", "H", "H", "H", "H", "H", "H", "H", "H", "H", "H", "H"],
  "coordinates": [[-0.0276, 0.0571, -0.1449], [-1.0063, -0.5491, 3.2187], [-0.0826, 0.2969, 2.5133], [0.9180, 0.8271, 3.2549], [1.2484, 0.4405, 4.5382], [2.2864, 1.0937, 5.2022], [2.7185, 0.5566, 6.9631], [2.9954, 2.1083, 4.6111], [2.6743, 2.5033, 3.3048], [1.6272, 1.8699, 2.6340], [1.2229, 2.1928, 1.3947], [3.4185, 3.5604, 2.6186], [3.1482, 3.9693, 1.3971], [4.0856, 4.9477, 1.1023], [4.2694, 5.6929, -0.0599], [5.3140, 6.5949, -0.0795], [6.1610, 6.7575, 1.0279], [5.9924, 6.0208, 2.1846], [4.9407, 5.1129, 2.1942], [4.4924, 4.2119, 3.1458], [-1.3802, -0.0139, 4.0935], [-0.5187, -1.4802, 3.5079], [-1.8196, -0.7507, 2.5341], [0.7126, -0.3543, 5.0339], [3.7913, 2.5894, 5.1622], [1.7736, 2.9654, 1.0879], [3.6198, 5.5570, -0.9148], [5.4888, 7.1892, -0.9661], [6.9686, 7.4750, 0.9719], [6.6519, 6.1446, 3.0332], [4.8885, 4.0587, 4.0549], [-3.1462, 0.5345, -10.8975], [-2.5922, 0.5012, -9.4948], [-2.5729, 1.4470, -8.7601], [-2.0094, -1.1292, -9.0256], [-1.5682, -0.8451, -7.3353], [-0.2684, -0.4722, -7.0141], [0.0870, -0.2712, -5.6918], [-0.8509, -0.4448, -4.6720], [-2.1569, -0.8129, -5.0055], [-2.5108, -1.0111, -6.3270], [-0.4881, -0.2770, -3.2973], [-0.2463, -0.1456, -2.1126], [-2.8591, 1.4743, -11.3652], [-4.2345, 0.4996, -10.8318], [-2.8048, -0.3079, -11.4963], [0.4598, -0.3344, -7.8029], [1.0985, 0.0215, -5.4390], [-2.8843, -0.9436, -4.2151], [-3.5231, -1.2972, -6.5823], [-4.8197, -6.1166, -0.4427], [-3.3779, -4.8893, -0.3596], [-2.0628, -5.4214, -0.6486], [-1.0461, -4.3669, -1.2754], [-1.1773, -2.9318, -0.7039], [-2.4560, -2.6664, -0.0129], [-3.5029, -3.5943, 0.0291], [-2.7507, -1.3204, 0.4404], [-3.8000, -1.0033, 0.9984], [-1.8110, -0.3889, 0.2738], [-2.0467, -6.2832, -1.3147], [-1.0526, -2.3045, -1.5793], [-4.4578, -3.2035, 0.3606], [0.7101, -2.4427, 0.3974], [-0.0192, -5.1597, -0.5482], [-0.9698, -5.6309, 0.4826], [-0.6448, -6.9660, 1.0348], [0.4512, -7.6279, 0.6047], [1.3003, -7.1171, -0.4293], [0.9810, -5.9309, -1.0823], [-0.9735, -4.3045, -2.7350], [0.1669, -3.7739, -3.3216], [0.2420, -3.7101, -4.7032], [-0.8162, -4.1591, -5.4822], [-1.9594, -4.6561, -4.8778], [-2.0504, -4.7283, -3.4929], [-1.1912, -4.8836, 1.2538], [-1.2807, -7.3827, 1.8049], [0.6953, -8.5911, 1.0354], [2.1462, -7.7035, -0.7590], [1.5004, -5.6374, -1.9836], [0.9684, -3.3968, -2.6974], [1.1264, -3.2976, -5.1717], [-0.7564, -4.0997, -6.5611], [-2.7954, -4.9832, -5.4820], [-2.9501, -5.0939, -3.0148], [-0.6195, 4.3124, -0.3920], [-1.6061, 2.4271, -0.5345], [-2.3489, 2.5111, 1.4483], [-1.3692, 5.0959, -0.3107], [-0.0321, 4.4732, -1.2945], [0.0304, 4.3245, 0.4795], [-2.9958, 3.3795, 1.5457], [-1.5099, 2.5732, 2.1379], [-2.9092, 1.5900, 1.5977], [5.2132, -0.2332, -1.6357], [4.2165, -0.2163, -2.7021], [4.1605, 1.1283, -3.2703], [3.8980, 2.1794, -2.2887], [4.8986, 2.0829, -1.2245], [4.9786, 0.7637, -0.5944], [3.7685, 0.4615, 0.1747], [2.2525, 0.4610, -0.8892], [2.9089, -0.6502, -2.2131], [2.5391, 2.0716, -1.7515], [6.1902, -0.0291, -2.0801], [5.2361, -1.2263, -1.1830], [3.3854, 1.1592, -4.0390], [5.1255, 1.3378, -3.7377], [4.6812, 2.8305, -0.4623], [5.8752, 2.3053, -1.6610], [3.6566, 1.1993, 0.9698], [3.8696, -0.5195, 0.6472], [2.1850, -0.6722, -3.0278], [2.9779, -1.6596, -1.8011], [2.3613, 2.8915, -1.0516], [1.8078, 2.1588, -2.5598]],
  "relative_energy_kcal_mol": 82.9,
  "spin_multiplicity": 5,
  "homo_lumo_gap_ev": [5.5, 5.2],
  "homo_energy_ev": [-5.783, -5.808],
  "energy_ev": -275036.1840,
  "lumo_ev": [-0.3, -0.6]
}

***

Entry 4:
{
  "formula": "C34H93N7O9",
  "method": "the ωB97M-V functional and the def2-TZVPD basis",
  "species": ["C", "O", "C", "C", "C", "N", "H", "H", "H", "H", "H", "H", "H", "H", "H", "H", "H", "C", "O", "C", "C", "C", "N", "H", "H", "H", "H", "H", "H", "H", "H", "H", "H", "H", "C", "O", "C", "C", "C", "N", "H", "H", "H", "H", "H", "H", "H", "H", "H", "H", "H", "C", "O", "C", "C", "C", "N", "H", "H", "H", "H", "H", "H", "H", "H", "H", "H", "H", "C", "O", "C", "C", "C", "N", "H", "H", "H", "H", "H", "H", "H", "H", "H", "H", "H", "C", "O", "C", "C", "C", "N", "H", "H", "H", "H", "H", "H", "H", "H", "H", "H", "H", "C", "O", "C", "C", "C", "N", "H", "H", "H", "H", "H", "H", "H", "H", "H", "H", "H", "C", "C", "C", "O", "H", "H", "H", "H", "H", "H", "H", "H", "C", "C", "C", "O", "H", "H", "H", "H", "H", "H", "H", "H"],
  "coordinates": [[-13.9802, -6.5564, -17.5771], [-14.0365, -7.9690, -17.3751], [-13.6222, -8.7871, -18.5057], [-12.0603, -8.7929, -18.7607], [-11.5666, -9.4762, -20.0110], [-11.5030, -9.4830, -17.6420], [-14.5259, -6.3426, -18.4961], [-12.9046, -6.4184, -17.6877], [-14.3740, -5.9523, -16.7597], [-14.0283, -9.7604, -18.2303], [-14.0909, -8.5173, -19.4521], [-11.6502, -7.7835, -18.7306], [-11.7400, -10.5513, -20.0596], [-10.5172, -9.3430, -20.2741], [-12.0159, -9.0149, -20.8904], [-10.5126, -9.4382, -17.4490], [-11.9395, -9.0510, -16.8401], [-3.4130, -11.7805, -12.5093], [-2.2292, -12.1290, -11.8396], [-0.9541, -11.5934, -12.2806], [-0.8582, -10.2672, -11.4658], [0.4277, -9.5788, -11.7786], [-0.9140, -10.5063, -10.0414], [-3.5146, -10.7124, -12.7013], [-4.2138, -11.8655, -11.7747], [-3.6885, -12.4864, -13.2929], [-0.1506, -12.3087, -12.1049], [-0.9391, -11.4260, -13.3576], [-1.6820, -9.6186, -11.7638], [0.2963, -9.0692, -12.7331], [1.3045, -10.2211, -11.8605], [0.6316, -8.7755, -11.0706], [-1.3966, -9.7285, -9.6145], [-1.5955, -11.2493, -9.9803], [-11.2767, -8.7852, -13.5775], [-10.5093, -7.6013, -13.7437], [-9.2742, -7.6784, -14.3078], [-8.7580, -6.3874, -14.9821], [-7.2315, -6.5552, -15.1370], [-9.1771, -5.2900, -14.1664], [-10.8126, -9.5257, -12.9261], [-11.2378, -9.3404, -14.5147], [-12.2931, -8.6738, -13.1998], [-8.5616, -8.0589, -13.5760], [-9.2914, -8.3167, -15.1912], [-9.2644, -6.0933, -15.9014], [-6.7355, -5.7634, -15.6983], [-7.0986, -7.4842, -15.6914], [-6.6694, -6.6216, -14.2055], [-10.1363, -5.0233, -14.3366], [-8.9951, -5.7706, -13.2969], [-3.2866, -7.8860, -14.3671], [-4.1472, -8.6114, -13.4366], [-4.4478, -7.9071, -12.1590], [-5.2135, -8.7982, -11.0940], [-6.5834, -9.2742, -11.6450], [-5.4716, -8.0578, -9.9151], [-2.3057, -7.6306, -13.9662], [-3.6071, -6.8573, -14.5318], [-3.3137, -8.3283, -15.3630], [-3.4908, -7.6343, -11.7142], [-5.0143, -6.9999, -12.3690], [-4.6091, -9.6183, -10.7064], [-7.2084, -8.4190, -11.9022], [-7.0300, -9.9609, -10.9259], [-6.4234, -9.9080, -12.5173], [-6.0334, -7.2251, -10.0210], [-6.0608, -8.6346, -9.3318], [-4.7030, -14.4430, -16.4132], [-3.5366, -15.1961, -16.1614], [-3.6679, -16.6371, -16.1440], [-2.5215, -17.2682, -15.2639], [-2.5312, -18.8029, -15.3923], [-2.8138, -16.8980, -13.8596], [-5.4682, -15.0064, -16.9470], [-4.3905, -13.5370, -16.9325], [-4.9722, -14.1978, -15.3858], [-4.7062, -16.9440, -16.0176], [-3.5001, -17.0302, -17.1467], [-1.6440, -16.7738, -15.6807], [-1.5738, -19.1979, -15.0526], [-2.6209, -18.9978, -16.4610], [-3.2617, -19.3135, -14.7647], [-3.0913, -15.9358, -13.9911], [-1.9377, -16.8948, -13.3571], [-7.5201, -15.5661, -13.6677], [-7.0347, -15.0315, -12.4334], [-7.9723, -14.5646, -11.5882], [-7.4016, -13.8968, -10.2986], [-6.5066, -14.9258, -9.6098], [-8.3979, -13.4858, -9.2595], [-8.1719, -14.8441, -14.1596], [-8.0247, -16.5070, -13.4485], [-6.5917, -15.7516, -14.2079], [-8.5846, -13.8230, -12.1012], [-8.7256, -15.2721, -11.2416], [-6.7122, -13.1017, -10.5828], [-7.1642, -15.7616, -9.3709], [-6.2005, -14.5686, -8.6265], [-5.6217, -15.0820, -10.2269], [-9.2923, -13.9106, -9.4589], [-8.0756, -13.4617, -8.3026], [-2.2841, -9.6782, -17.9273], [-1.9677, -10.9888, -17.5517], [-0.6683, -11.1465, -16.9576], [-0.1868, -12.6251, -17.1249], [-0.7548, -13.6505, -16.0928], [1.2311, -12.7532, -16.9986], [-3.3462, -9.4545, -17.8279], [-1.9707, -9.5542, -18.9639], [-1.7905, -8.8662, -17.3934], [0.0020, -10.4052, -17.3926], [-0.6880, -10.8418, -15.9113], [-0.4303, -12.8711, -18.1585], [-0.5809, -14.6673, -16.4448], [-1.8439, -13.6671, -16.1337], [-0.4118, -13.4556, -15.0766], [1.6647, -12.4158, -17.8461], [1.2010, -13.7610, -17.0576], [-7.3165, -12.1058, -14.9638], [-7.0776, -10.6983, -15.4961], [-5.6880, -10.1883, -15.8504], [-7.9160, -10.4876, -16.6505], [-7.2218, -12.7586, -15.8315], [-8.3009, -12.2724, -14.5265], [-6.5621, -12.2820, -14.1971], [-7.4633, -10.0298, -14.7263], [-5.3718, -10.6425, -16.7895], [-4.9480, -10.5469, -15.1349], [-5.5835, -9.1131, -15.9956], [-7.6700, -11.1168, -17.3325], [-6.7126, -7.7747, -18.7143], [-6.5395, -7.8772, -20.2342], [-7.8033, -8.4644, -20.8797], [-6.3364, -6.5714, -20.7615], [-7.5180, -7.0491, -18.6009], [-5.7493, -7.6120, -18.2309], [-7.0548, -8.7352, -18.3291], [-5.6564, -8.5040, -20.3577], [-7.5327, -8.7386, -21.8993], [-8.5944, -7.7224, -20.9876], [-8.0970, -9.3319, -20.2887], [-7.1494, -6.0619, -20.7965]],
  "relative_energy_kcal_mol": 107.0,
  "homo_lumo_gap_ev": 9.4,
  "homo_energy_ev": -8.910,
  "energy_ev": -65615.7447,
  "smiles": "COC[C@H](C)N.COC[C@H](C)N.COC[C@H](C)N.COC[C@H](C)N.COC[C@H](C)N.COC[C@H](C)N.COC[C@H](C)N.CC(C)O.CC(C)O",
  "lumo_ev": 0.5
}